1.
Molecular formula: C30H55N5O5PS2
Method: DFT, ωB97M-V with the def2-TZVPD basis set

```
98
C30H55N5O5PS2 ωB97M-V with the def2-TZVPD basis set
C -1.086 5.336 2.919
C -1.931 4.476 2.713
C -2.881 3.299 2.341
C -2.353 2.654 0.959
C -2.149 1.050 1.095
C -0.817 0.545 0.445
C -0.754 0.624 -1.072
C -1.918 1.220 -1.964
C -1.469 2.743 -2.307
S -2.910 3.917 -2.295
C -2.315 5.343 -1.325
N -1.108 6.020 -1.409
N -0.989 7.024 -0.511
C -2.171 7.036 0.229
O -2.952 6.009 -0.276
C 0.467 0.122 -1.799
P 0.490 0.201 -3.675
O 0.934 1.555 -4.206
C 1.607 -0.452 -0.955
C 2.838 -1.007 -1.756
C 3.622 0.128 -2.605
O 4.867 0.502 -2.013
C 6.003 0.081 -2.795
C 7.150 1.189 -2.558
C 1.478 -0.451 0.551
C 2.706 -1.028 1.357
C 2.898 -2.619 1.108
C 4.075 -0.205 1.075
C 4.872 -0.103 2.472
N 0.294 0.038 1.182
S 0.138 0.046 2.930
H -0.272 6.102 2.810
H -3.010 2.530 3.159
H -3.919 3.736 2.161
H -3.194 2.842 0.214
H -1.394 3.119 0.595
H -2.992 0.602 0.468
H -2.341 0.701 2.146
H -2.092 0.647 -2.919
H -2.906 1.311 -1.434
H -0.781 3.065 -1.458
H -0.974 2.842 -3.312
H -2.414 7.727 1.079
H 1.495 -0.736 -4.115
H -0.758 -0.246 -4.197
H 2.426 -1.782 -2.485
H 3.624 -1.520 -1.138
H 2.967 1.047 -2.760
H 3.740 -0.324 -3.650
H 6.412 -0.922 -2.437
H 5.827 0.060 -3.909
H 7.606 1.020 -1.532
H 6.595 2.184 -2.583
H 7.921 1.174 -3.383
H 2.573 -0.946 2.486
H 2.339 -2.968 0.194
H 2.588 -3.222 2.024
H 4.023 -2.754 0.985
H 4.770 -0.749 0.375
H 3.763 0.821 0.728
H 4.305 0.491 3.247
H 5.884 0.356 2.255
H 4.976 -1.162 2.878
H 0.564 1.302 3.372
C -6.486 1.716 -2.594
C -6.347 1.953 -4.095
C -7.418 1.228 -4.932
O -7.179 -0.164 -5.105
C -7.641 -0.977 -4.039
N -4.990 1.581 -4.513
H -6.167 0.714 -2.298
H -5.866 2.426 -2.039
H -7.521 1.856 -2.270
H -6.474 3.027 -4.263
H -7.399 1.653 -5.941
H -8.426 1.405 -4.540
H -8.571 -0.598 -3.605
H -6.871 -1.069 -3.269
H -7.829 -1.976 -4.437
H -4.874 1.817 -5.496
H -4.939 0.562 -4.505
C 1.040 -4.845 4.960
C 2.167 -5.540 4.200
C 2.725 -6.777 4.928
O 3.604 -6.473 6.003
C 2.957 -6.195 7.234
N 3.221 -4.561 3.910
H 1.403 -4.283 5.822
H 0.527 -4.132 4.308
H 0.299 -5.568 5.309
H 1.747 -5.884 3.248
H 3.328 -7.345 4.211
H 1.923 -7.448 5.259
H 2.061 -6.806 7.375
H 2.709 -5.134 7.303
H 3.658 -6.422 8.039
H 3.932 -5.008 3.332
H 3.710 -4.373 4.785
```

Values from the calculation:
Lowest unoccupied orbital energy   -4.504 eV
Total charge   +1
HOMO energy   -11.03 eV



2.
Molecular formula: C2H8O2
Method: DFT, ωB97M-V with the def2-TZVPD basis set

```
12
C2H8O2 ωB97M-V with the def2-TZVPD basis set
C -1.238 1.229 -0.213
O -1.768 0.661 -1.445
H -0.208 1.581 -0.309
H -1.800 2.172 -0.104
H -1.331 0.436 0.512
H -2.648 0.354 -1.189
C 1.601 -1.247 0.226
O 1.777 -0.594 1.455
H 2.442 -0.983 -0.426
H 1.560 -2.352 0.171
H 0.731 -0.938 -0.377
H 0.881 -0.317 1.700
```

Values from the calculation:
SMILES string   CO.CO
Lowest unoccupied orbital energy   0.743 eV
HOMO energy   -10.49 eV



3.
Molecular formula: C9H10BiN2S
Method: DFT, ωB97M-V with the def2-TZVPD basis set

```
23
C9H10BiN2S ωB97M-V with the def2-TZVPD basis set
C 1.331 1.464 0.192
C 1.934 0.328 0.882
C 1.220 0.135 2.126
C 0.180 1.136 2.207
C 0.234 1.947 1.016
Bi -0.241 -0.262 0.305
C 0.480 -1.422 -1.350
C -0.260 -0.327 -2.120
C 0.150 0.183 -3.319
N -1.329 0.190 -1.426
H 1.397 -0.671 2.841
H 2.743 -0.292 0.492
H -0.568 1.219 3.002
H -0.440 2.769 0.751
H 1.588 1.811 -0.813
H 1.531 -1.545 -1.567
H -1.909 0.974 -1.781
H -0.114 -2.320 -1.225
H 0.967 -0.287 -3.832
H -0.400 1.002 -3.761
S -1.891 -1.340 1.632
C -2.909 -2.067 2.534
N -3.694 -2.624 3.214
```

Values from the calculation:
Lowest unoccupied orbital energy   3.452 eV
Total charge   -1
HOMO energy   -2.93 eV



4.
Molecular formula: C54H124F18N7O13P3S4
Method: DFT, ωB97M-V with the def2-TZVPD basis set

```
223
C54H124F18N7O13P3S4 ωB97M-V with the def2-TZVPD basis set
C -0.312 -0.151 -14.520
F -1.172 0.740 -15.044
F -0.794 -1.404 -14.665
F 0.924 0.008 -15.108
S -0.097 0.181 -12.582
O 0.771 -0.877 -12.120
O 0.534 1.506 -12.532
N -1.765 0.201 -12.105
S -1.666 -0.278 -10.646
O -1.511 -1.714 -10.650
O -0.767 0.508 -9.812
C -3.524 -0.024 -10.104
F -4.392 -0.711 -10.884
F -3.677 -0.464 -8.889
F -3.784 1.309 -10.054
C -1.928 3.873 0.731
F -0.819 4.049 1.413
F -2.813 3.106 1.372
F -2.512 5.037 0.562
S -1.453 3.064 -0.991
O -0.386 3.950 -1.455
O -0.931 1.725 -0.654
N -2.917 3.183 -1.911
S -3.088 1.711 -2.511
O -1.903 1.327 -3.293
O -3.539 0.706 -1.554
C -4.475 1.761 -3.839
F -4.759 0.442 -4.080
F -5.500 2.447 -3.357
F -4.019 2.247 -4.956
C 5.975 -5.500 -5.518
C 5.420 -6.198 -4.289
C 5.580 -5.348 -3.001
C 4.860 -5.937 -1.808
P 4.989 -4.975 -0.230
C 6.671 -4.764 0.417
C 7.450 -6.027 0.976
C 8.094 -6.814 -0.199
C 9.050 -7.910 0.255
C 4.387 -3.211 -0.552
C 3.009 -2.970 -1.195
C 1.742 -3.575 -0.424
C 1.429 -2.940 0.901
C 4.117 -5.887 1.019
C 4.281 -5.356 2.505
C 3.787 -6.339 3.576
C 4.779 -7.437 3.864
H 5.562 -4.493 -5.571
H 5.616 -6.057 -6.383
H 7.060 -5.397 -5.518
H 5.723 -7.243 -4.215
H 4.338 -6.273 -4.394
H 5.132 -4.394 -3.279
H 6.643 -5.288 -2.769
H 5.310 -6.920 -1.671
H 3.815 -6.062 -2.092
H 6.495 -4.043 1.215
H 7.303 -4.268 -0.320
H 6.793 -6.677 1.555
H 8.275 -5.748 1.631
H 8.686 -6.012 -0.641
H 7.320 -7.183 -0.872
H 8.498 -8.449 1.025
H 10.047 -7.597 0.563
H 9.209 -8.615 -0.562
H 5.158 -2.647 -1.078
H 4.366 -2.603 0.353
H 3.110 -3.483 -2.151
H 2.863 -1.916 -1.434
H 1.633 -4.650 -0.279
H 0.927 -3.244 -1.068
H 2.010 -2.032 1.061
H 1.820 -3.587 1.687
H 0.364 -2.796 1.083
H 4.506 -6.883 0.809
H 3.062 -5.857 0.746
H 3.777 -4.410 2.706
H 5.353 -5.235 2.666
H 2.899 -6.801 3.144
H 3.415 -5.935 4.518
H 4.138 -8.171 4.353
H 5.514 -7.039 4.563
H 5.268 -7.973 3.051
C 1.343 5.097 6.433
C 0.371 4.543 7.438
C -0.290 3.191 7.090
C 0.720 2.152 6.569
P 0.353 0.325 6.617
C 1.838 -0.779 6.312
C 2.892 -1.063 7.427
C 4.242 -1.746 6.964
C 5.013 -1.065 5.795
C -0.295 -0.087 8.283
C -0.752 -1.501 8.737
C -1.784 -1.438 9.863
C -1.154 -0.940 11.166
C -0.902 -0.023 5.423
C -2.307 0.510 5.599
C -3.214 0.173 4.407
C -4.470 1.124 4.600
H 1.860 5.966 6.840
H 0.959 5.373 5.452
H 2.255 4.527 6.256
H -0.291 5.369 7.696
H 0.950 4.410 8.352
H -0.936 3.458 6.254
H -1.038 2.870 7.815
H 1.647 2.320 7.118
H 0.763 2.518 5.543
H 2.348 -0.310 5.470
H 1.558 -1.752 5.908
H 2.627 -1.668 8.294
H 3.299 -0.159 7.879
H 4.128 -2.799 6.705
H 4.846 -1.812 7.869
H 6.050 -1.374 5.666
H 5.034 -0.003 6.042
H 4.491 -1.175 4.844
H -1.183 0.540 8.364
H 0.485 0.258 8.961
H 0.024 -2.173 9.103
H -1.297 -1.983 7.926
H -2.174 -2.454 9.919
H -2.658 -0.864 9.558
H -0.152 -1.307 11.388
H -1.685 -1.111 12.102
H -0.927 0.107 10.966
H -0.985 -1.110 5.437
H -0.522 0.341 4.468
H -2.200 1.593 5.659
H -2.707 0.209 6.567
H -3.443 -0.891 4.353
H -2.716 0.373 3.459
H -5.151 0.729 5.353
H -5.231 1.031 3.825
H -4.424 2.182 4.857
C -4.619 -4.528 -0.596
C -5.027 -4.396 0.899
C -6.543 -4.133 1.018
O -6.716 -3.643 2.334
C -7.974 -3.002 2.634
N -4.628 -5.655 1.630
H -4.622 -5.450 2.619
H -5.231 -6.436 1.418
H -3.645 -5.883 1.601
H -3.552 -4.723 -0.701
H -4.793 -3.666 -1.240
H -5.165 -5.359 -1.043
H -4.456 -3.539 1.258
H -7.255 -4.920 0.770
H -6.769 -3.323 0.324
H -8.095 -2.662 3.663
H -8.823 -3.679 2.540
H -8.158 -2.163 1.963
C 0.725 4.552 -6.367
C 1.409 5.429 -7.381
C 0.750 5.336 -8.805
O -0.580 5.749 -8.775
C -1.555 4.855 -9.198
N 1.306 6.814 -6.870
H 1.581 6.831 -5.899
H 1.736 7.446 -7.530
H 0.366 7.185 -6.881
H -0.337 4.786 -6.284
H 0.986 4.674 -5.316
H 0.931 3.501 -6.568
H 2.479 5.234 -7.454
H 0.781 4.288 -9.103
H 1.249 5.987 -9.523
H -1.614 3.990 -8.538
H -1.391 4.444 -10.194
H -2.541 5.307 -9.093
C 1.078 9.097 1.612
C 2.581 8.956 1.254
C 3.474 9.328 2.517
O 4.782 9.329 1.952
C 5.788 9.416 2.945
N 2.842 7.546 0.707
H 2.608 6.745 1.274
H 2.387 7.513 -0.195
H 3.814 7.446 0.450
H 0.760 8.412 2.397
H 0.452 8.898 0.742
H 0.844 10.079 2.025
H 2.762 9.647 0.431
H 3.396 8.492 3.213
H 3.094 10.195 3.058
H 6.784 9.361 2.506
H 5.727 8.582 3.644
H 5.629 10.342 3.498
C -6.919 4.431 -0.646
C -6.323 5.839 -0.890
O -6.762 6.832 -0.335
N -5.368 5.933 -2.079
H -4.640 6.632 -2.032
H -4.849 5.067 -2.073
C -6.027 6.250 -3.434
H -6.157 3.936 -0.045
H -7.105 3.867 -1.561
H -7.815 4.223 -0.060
H -6.706 5.465 -3.768
H -5.311 6.443 -4.233
H -6.509 7.202 -3.214
C -9.645 -1.923 -5.120
C -8.844 -3.178 -5.402
O -7.656 -3.270 -5.773
N -9.596 -4.475 -4.990
H -10.473 -4.242 -4.547
H -10.077 -4.752 -5.833
C -8.745 -5.567 -4.223
H -10.170 -1.579 -6.012
H -8.860 -1.187 -4.947
H -10.291 -2.092 -4.259
H -9.368 -6.461 -4.224
H -8.505 -5.101 -3.268
H -7.864 -5.855 -4.797
P 4.412 2.702 2.460
F 4.821 2.422 4.006
F 3.905 4.231 2.729
F 5.839 3.359 2.152
F 4.010 2.840 0.858
F 5.146 1.223 2.071
F 2.888 2.164 2.666
```

Values from the calculation:
Lowest unoccupied orbital energy   -7.595 eV
Total charge   +4
HOMO energy   -11.75 eV



5.
Molecular formula: C30H54F3IO13
Method: DFT, ωB97M-V with the def2-TZVPD basis set

```
101
C30H54F3IO13 ωB97M-V with the def2-TZVPD basis set
C 0.238 0.144 3.240
C 1.749 -0.565 3.196
O 2.583 0.029 2.142
C 2.531 -0.726 0.883
C 1.192 -1.576 0.471
C 1.702 -2.522 -0.801
C 1.585 -1.927 -2.324
C 0.327 -0.908 -2.581
O -0.885 -1.600 -3.132
C -1.752 -2.076 -2.039
C -3.359 -1.792 -2.272
F -3.826 -2.755 -3.314
F -3.571 -0.388 -2.699
F -4.031 -2.101 -0.955
C 0.777 -3.895 -0.679
O 1.478 -5.034 -0.064
C 1.136 -5.197 1.359
C 3.273 -2.688 -0.251
C 4.420 -3.174 -1.327
C 4.733 -4.789 -1.293
O 4.323 -5.549 -2.342
I 5.842 -5.745 0.383
O 3.767 -1.440 0.422
H -0.489 -0.448 2.502
H -0.186 0.250 4.325
H 0.369 1.214 2.727
H 1.710 -1.734 3.206
H 2.252 -0.250 4.232
H 2.504 0.158 0.082
H 0.159 -1.019 0.359
H 0.914 -2.416 1.268
H 1.485 -2.799 -3.111
H 2.591 -1.337 -2.533
H 0.051 -0.215 -1.680
H 0.670 -0.175 -3.459
H -1.447 -1.635 -0.979
H -1.631 -3.264 -2.022
H 0.508 -4.233 -1.792
H -0.280 -3.663 -0.176
H 1.628 -4.345 2.035
H 1.636 -6.214 1.731
H -0.029 -5.278 1.543
H 3.447 -3.470 0.634
H 4.201 -2.889 -2.441
H 5.437 -2.624 -1.039
C -7.846 -1.420 -2.738
C -7.013 -2.669 -2.533
O -7.851 -3.804 -2.250
C -8.457 -4.564 -3.189
C -8.496 -4.076 -4.608
O -9.030 -5.605 -2.871
H -8.517 -1.519 -3.596
H -7.204 -0.550 -2.902
H -8.478 -1.233 -1.864
H -6.344 -2.875 -3.373
H -6.372 -2.531 -1.655
H -9.446 -3.566 -4.784
H -8.419 -4.942 -5.274
H -7.672 -3.416 -4.871
C 2.077 5.691 -0.445
C 2.911 4.442 -0.239
O 2.073 3.307 0.043
C 1.467 2.547 -0.895
C 1.428 3.035 -2.315
O 0.894 1.506 -0.577
H 1.406 5.592 -1.302
H 2.720 6.561 -0.608
H 1.446 5.878 0.429
H 3.580 4.236 -1.080
H 3.552 4.580 0.638
H 0.478 3.545 -2.490
H 1.505 2.169 -2.980
H 2.252 3.695 -2.577
C 5.170 1.939 7.636
C 5.013 0.481 8.023
O 4.424 -0.274 6.948
C 5.113 -0.796 5.910
C 6.535 -0.367 5.688
O 4.560 -1.556 5.117
H 5.840 2.060 6.781
H 5.569 2.519 8.473
H 4.204 2.362 7.342
H 5.952 0.027 8.353
H 4.320 0.408 8.868
H 6.553 0.442 4.954
H 7.098 -1.222 5.301
H 7.047 -0.050 6.595
C -4.532 6.421 -2.779
C -3.222 5.760 -3.159
O -2.110 6.429 -2.535
C -1.676 6.187 -1.279
C -2.533 5.371 -0.355
O -0.628 6.690 -0.877
H -4.714 6.367 -1.702
H -5.369 5.943 -3.295
H -4.515 7.484 -3.042
H -3.209 4.689 -2.939
H -3.074 5.856 -4.240
H -3.133 6.043 0.262
H -1.878 4.774 0.287
H -3.184 4.664 -0.866
```

Values from the calculation:
SMILES string   CCO[C@@H]1C[C@](CCOCC(F)(F)F)(COC)[C@@H](CC(=O)I)O1.CCOC(C)=O.CCOC(C)=O.CCOC(C)=O.CCOC(C)=O
Lowest unoccupied orbital energy   0.062 eV
HOMO energy   -9.24 eV